Record 1
The following is a quantum chemistry calculation of a cluster of 12 separate species, C43H73Br22N2O2Si in total in a non-equilibrium geometry, from OMol25.

Output
E_HOMO   -5.62 eV
Frontier orbital gap   6.66 eV
LUMO energy   0.0383 Eh

```
! RIJCOSX wB97M-V def2-TZVPD def2/J DEFGRID3
* xyz -1 1
C 0.89434 -1.99835 2.45131
Si -0.68159 -2.41206 3.40541
C -0.11176 -3.25882 4.99111
C -1.65091 -0.83507 3.76735
C -1.23294 0.41868 2.93296
C -0.27614 1.36726 3.67369
C 1.11826 1.60298 3.05754
C 1.17510 1.70029 1.53735
C 2.45839 2.36049 0.99949
C 3.61664 1.42648 0.57991
C 3.61716 0.05942 1.25129
C 4.96120 -0.67744 1.15910
C 5.23458 -1.07954 -0.21217
N 5.39011 -1.44955 -1.28248
C 6.19013 0.05424 1.76001
C 5.82948 0.96614 2.83294
N 5.48098 1.85936 3.45658
C 7.18524 -1.00599 2.34882
O 6.92441 -1.34626 3.52028
O 8.08283 -1.39178 1.58063
C -1.63508 -3.58983 2.27296
C -2.65663 -3.11164 1.45306
C -3.31294 -3.98783 0.58980
C -2.95067 -5.32569 0.54586
C -1.93704 -5.80334 1.36622
C -1.27585 -4.93952 2.23638
H 1.47940 -2.91631 2.41523
H 0.60454 -1.74543 1.43253
H 1.45569 -1.20119 2.92640
H -0.88904 -3.82965 5.49474
H 0.18981 -2.46782 5.67964
H 0.77055 -3.85711 4.77457
H -2.72573 -0.97847 3.65699
H -1.50219 -0.56612 4.81455
H -2.16233 0.96183 2.76236
H -0.87904 0.11150 1.95234
H -0.73188 2.34845 3.79636
H -0.11575 0.98182 4.67901
H 1.45377 2.57049 3.43891
H 1.84003 0.88991 3.44647
H 0.99152 0.71993 1.09793
H 0.33738 2.32160 1.20757
H 2.81232 3.07887 1.73813
H 2.16145 2.92937 0.11938
H 4.54865 1.92069 0.85141
H 3.62834 1.28415 -0.49916
H 3.34251 0.09505 2.30165
H 2.86848 -0.56344 0.76276
H 4.84571 -1.59955 1.73330
H 6.68090 0.61140 0.96629
H -2.95787 -2.07300 1.45444
H -4.08734 -3.59140 -0.05432
H -3.45625 -6.00686 -0.12616
H -1.63427 -6.84133 1.32607
H -0.49013 -5.32690 2.87008
Br -5.52234 -1.72095 -2.12408
C -4.97761 -2.64883 -3.75244
C -4.08751 -3.82122 -3.45177
Br -2.28299 -3.26296 -2.99892
H -4.50283 -1.91359 -4.39014
H -5.90920 -2.98226 -4.21113
H -3.98434 -4.44963 -4.33428
H -4.44700 -4.42082 -2.62077
Br -7.22660 -0.49015 -6.24423
C -6.69710 -1.41448 -7.87669
C -5.80658 -2.58658 -7.57698
Br -3.99653 -2.01116 -7.13855
H -6.22189 -0.67940 -8.51737
H -7.62729 -1.74362 -8.33597
H -5.70297 -3.22062 -8.45449
H -6.16354 -3.18176 -6.74045
Br 5.19430 -5.86441 -3.15823
C 5.90211 -4.95447 -1.58425
C 7.27680 -5.44417 -1.22690
Br 7.22790 -7.19713 -0.37388
H 5.18279 -5.10453 -0.78660
H 5.93272 -3.89941 -1.84885
H 7.73270 -4.77918 -0.49632
H 7.92503 -5.53723 -2.09143
Br 5.41548 7.25504 1.13893
C 5.94361 6.45804 2.83909
C 5.53008 5.01502 2.92952
Br 3.62881 4.82728 3.26359
H 5.50561 7.07037 3.62042
H 7.02760 6.54523 2.87324
H 6.01753 4.52823 3.77103
H 5.74364 4.45790 2.02301
Br -10.49074 -3.24716 -4.44021
C -9.82780 -4.54497 -3.15376
C -8.35474 -4.37242 -2.91117
Br -7.30821 -5.07466 -4.39918
H -10.07489 -5.52864 -3.53913
H -10.38900 -4.36183 -2.24037
H -8.03765 -4.94449 -2.04213
H -8.06415 -3.33382 -2.78373
Br 6.01723 13.24200 1.92008
C 7.02283 11.72535 1.22874
C 6.98335 10.55079 2.16688
Br 8.15500 10.81313 3.70053
H 8.03171 12.07765 1.04218
H 6.54494 11.46931 0.28593
H 7.35234 9.65689 1.67096
H 5.99052 10.35949 2.55899
Br 1.42644 2.33998 6.99993
C 3.20560 1.62202 7.33551
C 3.79044 1.02376 6.08554
Br 2.99651 -0.70857 5.69446
H 3.11308 0.90789 8.14546
H 3.79968 2.47063 7.67021
H 4.85344 0.82800 6.20672
H 3.64329 1.64485 5.20871
Br -8.19257 -4.26440 -10.03856
C -9.23317 -4.72747 -8.45716
C -10.71084 -4.67809 -8.73857
Br -11.35977 -2.84793 -8.81557
H -8.93505 -4.04449 -7.66654
H -8.92715 -5.73818 -8.19650
H -11.26449 -5.14820 -7.92869
H -10.97606 -5.14795 -9.67981
Br -5.72085 2.07077 -9.34467
C -7.39618 2.77841 -10.02926
C -8.57563 1.96862 -9.56264
Br -8.71759 0.28215 -10.52139
H -7.30582 2.80497 -11.11006
H -7.46046 3.79400 -9.64499
H -9.50245 2.49916 -9.76958
H -8.52690 1.72273 -8.50597
Br -0.14297 4.55274 -1.81478
C 0.47970 3.70579 -3.45240
C 1.49034 2.62764 -3.17059
Br 3.22773 3.36658 -2.71352
H 0.87632 4.49452 -4.08288
H -0.40892 3.28113 -3.91436
H 1.65784 2.02292 -4.05908
H 1.19813 1.98402 -2.34608
Br 3.46475 3.35741 11.55312
C 5.25088 2.65832 11.87710
C 5.83551 2.04099 10.63592
Br 5.05591 0.30109 10.26110
H 5.16937 1.95122 12.69576
H 5.84468 3.51372 12.19165
H 6.89993 1.85867 10.76599
H 5.67970 2.65229 9.75289
*
```



Record 2
The following is a quantum chemistry calculation of a structure of composition C19H38FMgO16 in a non-equilibrium geometry, from OMol25.

Output
E_HOMO   -10.56 eV
Frontier orbital gap   2.71 eV
LUMO energy   -0.2883 Eh

```
! RIJCOSX wB97M-V def2-TZVPD def2/J DEFGRID3
* xyz 1 1
Mg 2.17441 1.82218 -1.11727
F -0.33299 0.22739 -0.82207
C -5.96781 -0.31334 3.46172
C -5.36306 -1.46138 2.68895
C -5.39376 -2.51383 3.63544
O -6.43758 -2.16181 4.58655
C -7.01015 -0.87704 4.33065
H -6.25377 0.55817 2.87282
H -5.20279 0.01132 4.16701
H -4.41592 -1.13216 2.26156
H -5.92319 -1.60062 1.76430
H -4.43077 -2.72613 4.09983
H -5.82858 -3.37979 3.13628
H -7.30843 -0.25975 5.17805
H -7.91049 -1.09418 3.75592
C 2.01749 7.52434 -0.10565
O 0.65148 7.36117 0.17375
C 0.04453 6.14096 0.18923
O 0.62041 5.06846 -0.00200
O -1.28303 6.31097 0.39994
C -2.04806 5.09923 0.79728
H 2.57344 7.57233 0.83068
H 2.19662 8.54441 -0.44545
H 2.49055 6.79940 -0.76804
H -2.03520 4.50507 -0.11645
H -3.08119 5.32175 1.06414
H -1.56974 4.50663 1.57712
C -1.46479 -8.96871 1.40561
O -2.07768 -8.21657 0.33192
C -2.05506 -6.92590 0.52745
O -1.60395 -6.25064 1.41527
O -2.58655 -6.46752 -0.63192
C -2.33782 -5.10421 -1.00678
H -0.57053 -8.56225 1.87805
H -1.19243 -9.98913 1.13610
H -2.16592 -9.07250 2.23372
H -2.31321 -4.96237 -2.08723
H -1.39542 -4.63242 -0.72858
H -3.20196 -4.52016 -0.69015
C 1.68191 5.71522 -5.54546
O 0.75220 4.81345 -6.10608
C 0.24534 3.76096 -5.30457
O 0.80335 3.27788 -4.37373
O -0.92637 3.40644 -5.95078
C -1.91504 2.60020 -5.26584
H 1.93519 6.42736 -6.33084
H 2.52146 5.16685 -5.11820
H 1.24343 6.39941 -4.81901
H -2.52016 2.09653 -6.01967
H -2.65836 3.25044 -4.80456
H -1.41549 1.87052 -4.62856
C 2.90779 -2.81402 -3.99241
O 3.85029 -3.25897 -3.11378
C 4.43312 -2.48335 -2.14834
O 4.12295 -1.29169 -1.94753
O 5.41755 -3.16646 -1.64913
C 6.28292 -2.47656 -0.77022
H 2.11195 -2.29302 -3.46014
H 2.36155 -3.55203 -4.57984
H 3.39857 -2.06671 -4.61592
H 5.77068 -2.09664 0.11373
H 6.75957 -1.58129 -1.16947
H 7.03499 -3.20989 -0.47914
C 2.05282 -1.23625 3.32272
O 2.93730 -0.38826 4.00927
C 3.54238 0.54744 3.43526
O 3.24774 0.98277 2.32398
O 4.59869 0.94931 4.11352
C 5.34161 1.97093 3.62465
H 1.76269 -2.08160 3.94664
H 2.45531 -1.66973 2.40721
H 1.19445 -0.60584 3.09052
H 6.25333 2.17914 4.18458
H 4.78757 2.90921 3.65280
H 5.61961 1.76691 2.59063
*
```



Record 3
The following is a quantum chemistry calculation of a cluster of 2 separate species, C3H8N4 in total in a non-equilibrium geometry, from OMol25.

Output
E_HOMO   -8.04 eV
Frontier orbital gap   8.79 eV
SMILES string   [H]/N=C(/C)NN.C#N
LUMO energy   0.0278 Eh

```
! RIJCOSX wB97M-V def2-TZVPD def2/J DEFGRID3
* xyz 0 1
H -1.02739 -0.14179 1.85103
N -1.58335 -0.16569 0.99716
C -0.91655 -0.15871 -0.06601
C -1.47619 -0.05477 -1.44578
N 0.80222 -0.37103 -0.07262
N 1.28259 -1.34674 0.84858
H -1.38623 -1.03105 -1.93034
H -2.52881 0.23487 -1.40571
H -0.92039 0.68950 -2.01605
H 1.42911 -0.29163 -0.87567
H 0.57934 -1.53004 1.56341
H 2.07540 -0.98148 1.37704
C 1.19922 1.53032 0.38646
N 2.33604 1.77362 0.60905
H 0.13500 1.84461 0.17944
*
```



Record 4
The following is a quantum chemistry calculation of a cluster of 2 separate species, C3H7NO4S in total in a non-equilibrium geometry, from OMol25.

Output
E_HOMO (alpha / beta)   -7.72 / -8.26 eV
Frontier orbital gap (alpha / beta)   7.35 / 8.53 eV
LUMO energy (alpha / beta)   -0.0135 / 0.0099 Eh

```
! RIJCOSX wB97M-V def2-TZVPD def2/J DEFGRID3
* xyz 0 1
C -1.22486 1.25202 -0.33746
C -1.71252 0.87011 1.03093
C 0.54327 -0.71815 -0.99649
N -0.10319 -1.94694 -0.80654
O 1.38163 1.45081 0.07389
O -1.13365 2.25463 -0.96463
O 1.04015 -0.61929 1.56421
O 3.00394 -0.42728 0.03215
S 1.62104 -0.21811 0.32271
H -2.36008 1.56573 1.54034
H -2.48287 0.03856 0.80486
H -0.97763 0.55933 1.75705
H 1.10212 -0.44149 -1.83832
H -0.01836 -2.71436 -1.50609
H 1.33147 1.49178 -0.82244
H -0.01045 -2.39734 0.14582
*
```



ΔE to the lowest compared entry with this formula, charge and spin across the listed records, respectively: 0.0 0.0 108.4 104.9 kcal per mole.
Electronic energy across the listed records, respectively: -1601667.8194 -61227.8669 -9196.9335 -23735.3163 eV.